# 1
DFT (ωB97M-V/def2-TZVPD) results for a structure of composition C20H45CrN2P3SSe at a distorted geometry.

Element x y z (Å)
Cr  0.00000  0.00000  0.00000
P  -0.28619  -0.02110  -2.28741
P  0.04696  2.32298  -0.02864
P  -0.60850  -2.23151  0.11113
H  -2.25397  1.27527  1.20321
C  -1.76654  0.29928  1.24459
C  -0.58225  0.15028  2.07835
H  -0.21260  1.01584  2.62100
C  -1.99003  0.20848  -3.00322
C  0.60293  1.20845  -3.36344
C  0.19877  -1.50293  -3.30278
C  -0.08473  3.22844  1.58010
C  1.44173  3.32424  -0.73416
C  -1.37471  3.13827  -0.89077
C  -0.99262  -2.96143  1.76818
C  0.47765  -3.60177  -0.50221
C  -2.18931  -2.69574  -0.73196
H  -2.51481  -0.49548  1.25395
H  -0.47132  -0.75251  2.67253
H  -1.98578  0.18134  -4.10024
H  -2.39886  1.16419  -2.66741
H  -2.64744  -0.57853  -2.62589
H  0.37753  1.03366  -4.42178
H  1.68130  1.10660  -3.20728
H  0.31619  2.23211  -3.11380
H  0.03263  -1.31073  -4.36905
H  -0.38338  -2.38214  -3.01809
H  1.25772  -1.72292  -3.14102
H  -0.09803  4.30740  1.39247
H  0.77123  2.98547  2.21564
H  -0.99992  2.94697  2.10657
H  1.10318  4.34206  -0.95828
H  1.83590  2.86841  -1.64274
H  2.24699  3.38045  0.00121
H  -1.38183  4.21855  -0.70689
H  -2.30631  2.69793  -0.52702
H  -1.31363  2.96750  -1.96785
H  -1.31483  -4.00073  1.64307
H  -1.79076  -2.39753  2.25707
H  -0.10721  -2.93473  2.40836
H  -0.04672  -4.56233  -0.44559
H  1.37698  -3.65829  0.11684
H  0.78448  -3.42277  -1.53329
H  -2.46988  -3.73129  -0.50850
H  -2.09311  -2.58320  -1.81385
H  -2.97722  -2.02092  -0.38766
C  -6.51105  0.79339  -0.02666
C  -5.78741  0.96646  1.15774
C  -6.46360  1.08554  2.37134
C  -7.85699  1.03361  2.41532
C  -8.57450  0.86082  1.23102
C  -7.90900  0.74073  0.01231
Se  -5.65446  0.62139  -1.73834
H  -4.28922  0.74263  -1.20055
H  -4.70238  1.00848  1.13694
H  -5.89310  1.21966  3.28631
H  -8.37873  1.12683  3.36297
H  -9.66000  0.81863  1.25137
H  -8.47816  0.60646  -0.90357
C  5.23185  -1.49933  2.14380
N  3.97132  -1.47628  1.43261
C  3.55326  -0.45199  0.52321
S  1.96318  -0.24973  0.28907
N  4.44931  0.40386  -0.19491
C  5.82490  0.09096  -0.51961
H  5.84535  -0.59890  1.95510
H  5.79438  -2.41945  1.88115
H  5.02767  -1.50663  3.23492
H  3.27887  -2.18724  1.71435
H  4.06136  1.25148  -0.63668
H  5.94521  0.10711  -1.62302
H  6.49791  0.85468  -0.07722
H  6.11991  -0.92436  -0.19618

The calculation puts the HOMO energy (alpha / beta) at -16.55 / -15.87 eV. The net charge is +3. For the gap between HOMO and LUMO (alpha / beta), the calculation gives 7.15 / 4.37 eV. The LUMO energy (alpha / beta) is -9.41 / -11.50 eV. The relative energy (zero: lowest compared OMol25 entry of this formula, charge and spin) is 49.0 kcal/mol. The spin multiplicity is 4.

Results of the Mulliken charge analysis, in e, for atoms 1 through 5: atom 1 (Cr): -0.7179, atom 2 (P): 0.9941, atom 3 (P): 1.3480, atom 4 (P): 1.1152, atom 5 (H): 0.2866

=====

# 2
DFT (ωB97M-V/def2-TZVPD) results for a structure of composition C10H17N3O5SSbSe4W.

Element x y z (Å)
W  0.05269  -0.26698  -0.22147
O  1.52609  0.40531  -1.65434
C  1.83913  0.01008  -3.00140
C  2.09184  -1.48006  -2.98908
N  0.95690  -2.15878  -2.38387
C  1.23108  -3.24118  -1.47515
C  1.65974  -2.82754  -0.06146
O  2.34788  -3.49134  0.63566
O  1.17584  -1.61229  0.40250
C  -0.31458  -2.12546  -3.10651
C  -1.22848  -1.56619  -2.03711
O  -1.76183  -2.28936  -1.23183
O  -1.09764  -0.23081  -1.80040
H  1.99554  1.23709  -1.39565
H  2.70388  0.57794  -3.33779
H  0.98445  0.28079  -3.62039
H  2.97534  -1.68901  -2.38350
H  2.29879  -1.82841  -4.00769
H  2.02210  -3.90607  -1.83032
H  0.33349  -3.84855  -1.33575
H  -0.66107  -3.11433  -3.41084
H  -0.24505  -1.48147  -3.97745
C  -3.10972  1.87900  1.98354
N  -2.14173  1.20629  2.82555
C  -1.80933  1.70100  4.16785
C  -0.69958  0.73768  4.62332
N  -0.82265  -0.33382  3.63064
C  -1.57422  0.03771  2.59962
S  -1.76603  -0.94557  1.17305
H  -2.78354  2.90381  1.80760
H  -4.08671  1.89070  2.46863
H  -3.18501  1.35788  1.03351
H  -2.69589  1.64416  4.80211
H  -1.47824  2.73654  4.11558
H  -0.85927  0.36383  5.63108
H  0.28891  1.19085  4.55916
H  -0.21069  -1.13126  3.57410
Se  0.21227  3.45824  -3.29295
Sb  1.32336  4.53082  -1.54816
Se  0.43357  1.73501  0.98495
Se  1.71895  6.75658  -1.07213
Se  2.35943  2.92715  0.15680

The calculation puts the HOMO energy at -10.90 eV. The net charge is +1. For the gap between HOMO and LUMO, the calculation gives 6.56 eV. The LUMO energy is -4.34 eV. The relative energy (zero: lowest compared OMol25 entry of this formula, charge and spin) is 0.0 kcal/mol. The spin multiplicity is 1.

Results of the Mulliken charge analysis, in e, for atoms 1 through 5: atom 1 (W): 1.4910, atom 2 (O): 0.2110, atom 3 (C): -0.3403, atom 4 (C): -0.9317, atom 5 (N): 0.1982

=====

Q: net charge of number 2 (C10H17N3O5SSbSe4W)?
A: +1

=====

Q: net charge of number 1 (C20H45CrN2P3SSe)?
A: +3

=====

Q: Look up the net charge of the second one.
A: +1

=====

Q: What is the relative energy (zero: lowest compared OMol25 entry of this formula, charge and spin) in the first record?
A: 49.0 kcal/mol